# C4H6N3

A cluster of 2 separate species, C4H6N3 in total in a non-equilibrium geometry (ωB97M-V with the def2-TZVPD basis set, the OMol25 dataset).

As for the HOMO energy: -14.546 eV. Its relative energy (zero: lowest compared OMol25 entry of this formula, charge and spin) is 3.120 eV. As for the charge: +1. As for the multiplicity: 1. For the lowest unoccupied orbital energy, the calculation gives -0.195 Ha. The calculated total energy comes out at -8705.3843 eV. The frontier orbital gap comes out at 9.25 eV. The calculation puts the maximum force at 1.0 eV/A.

Each line ends with the Löwdin charge.
Cartesian coordinates (Å):
C1 3.04 -0.92 1.87  -0.03
C2 -2.72 1.66 -0.45  0.19
C3 -1.52 -0.46 -0.83  0.02
C4 -0.26 -0.73 -0.09  -0.18
N1 -2.18 0.58 -0.69  0.11
N2 0.13 0.10 0.76  0.17
N3 4.15 -1.08 2.16  0.09
H1 -2.49 2.54 -1.04  0.14
H2 -3.46 1.76 0.33  0.14
H3 -1.88 -1.22 -1.52  0.16
H4 0.22 -1.67 -0.38  0.12
H5 5.10 -1.22 2.43  0.09
H6 1.01 -0.11 1.24  -0.02